w:
ORCA calculation (ωB97M-V/def2-TZVPD) on one molecule with the formula C4H9NOS.

Each atom is followed by the atoms it is bonded to, with distances in Å.
Cartesian coordinates (Å):
1 H -2.82 0.40 -1.45  N9 0.954
2 H -0.26 1.57 0.98  C11 1.059
3 H -1.20 0.37 -1.71  N9 1.067
4 S -1.69 -0.39 0.35  H5 1.404, C6 1.812, N9 1.760, O15 1.455
5 H -2.22 0.66 1.13  S4 1.404
6 C 0.09 -0.48 0.71  S4 1.812, C10 1.457, C11 1.597
7 H 1.44 1.35 0.11  C11 1.185
8 C 1.90 -1.39 -0.77  C10 1.369, H12 1.103, H13 1.030
9 N -1.99 0.64 -1.05  H1 0.954, H3 1.067, S4 1.760
10 C 0.75 -1.53 -0.05  C6 1.457, C8 1.369, H16 1.111
11 C 0.64 1.01 0.92  H2 1.059, C6 1.597, H7 1.185, H14 1.123
12 H 2.16 -2.16 -1.52  C8 1.103
13 H 2.36 -0.49 -0.97  C8 1.030
14 H 1.20 0.93 1.89  C11 1.123
15 O -2.57 -1.54 0.43  S4 1.455
16 H 0.18 -2.49 -0.03  C10 1.111

Its structure (SMILES) is C=CC(C)=[S@@H](N)=O. The net charge is 0. For the HOMO-LUMO gap, the calculation gives 7.70 eV.

x:
ORCA calculation (ωB97M-V/def2-TZVPD) on one molecule with the formula C4H9NOS.

Each atom is followed by the atoms it is bonded to, with distances in Å.
Cartesian coordinates (Å):
1 C 0.31 -0.76 -1.98  C2 1.522, H10 1.120, O14 1.190
2 C 0.28 -0.78 -0.46  C1 1.522, C6 1.586, H7 1.090, N8 1.464
3 H -1.46 0.65 1.38  C9 1.080
4 H 1.12 1.15 -0.06  C6 1.082
5 H 0.22 0.23 1.96  C9 1.080
6 C 0.11 0.76 -0.13  C2 1.586, H4 1.082, C9 1.573, H15 1.084
7 H 1.25 -1.01 -0.03  C2 1.090
8 N -0.73 -1.68 0.11  C2 1.464, H11 1.016, H16 1.016
9 C -0.40 0.87 1.35  H3 1.080, H5 1.080, C6 1.573, S13 1.861
10 H 1.30 -0.34 -2.30  C1 1.120
11 H -1.55 -1.57 -0.47  N8 1.016
12 H 1.19 2.38 2.17  S13 1.294
13 S -0.06 2.60 1.95  C9 1.861, H12 1.294
14 O -0.58 -1.11 -2.68  C1 1.190
15 H -0.64 1.23 -0.76  C6 1.084
16 H -0.36 -2.61 -0.05  N8 1.016

Its structure (SMILES) is N[C@@H](C=O)CCS. The net charge is 0. For the HOMO-LUMO gap, the calculation gives 9.70 eV.

y:
ORCA calculation (ωB97M-V/def2-TZVPD) on one molecule with the formula C4H9NOS.

Each atom is followed by the atoms it is bonded to, with distances in Å.
Cartesian coordinates (Å):
1 H -0.44 2.50 -0.67  C8 1.088
2 H -0.58 -1.44 -1.85  C5 1.105
3 H 0.81 -1.31 2.83  S9 1.327
4 C -0.72 -0.15 -0.02  C5 1.522, H11 1.095, C12 1.535, N14 1.475
5 C -0.11 -0.58 -1.35  H2 1.105, C4 1.522, O6 1.204
6 O 0.93 -0.12 -1.75  C5 1.204
7 H -1.11 1.72 -2.25  C8 1.083
8 C -1.25 2.02 -1.22  H1 1.088, H7 1.083, H10 1.088, N14 1.490
9 S 1.27 -1.19 1.59  H3 1.327, C12 1.790
10 H -2.12 2.67 -1.19  C8 1.088
11 H -1.31 -1.00 0.33  C4 1.095
12 C 0.30 0.21 1.07  C4 1.535, S9 1.790, H13 1.094, H15 1.089
13 H -0.39 0.63 1.81  C12 1.094
14 N -1.73 0.85 -0.41  C4 1.475, C8 1.490, H16 1.007
15 H 0.94 1.04 0.76  C12 1.089
16 H -2.03 1.28 0.45  N14 1.007

Its structure (SMILES) is CN[C@@H](C=O)CS. The net charge is 0. For the HOMO-LUMO gap, the calculation gives 9.84 eV.

z:
ORCA calculation (ωB97M-V/def2-TZVPD) on a 3-piece molecular cluster, C4H9NOS overall.

Each atom is followed by the atoms it is bonded to, with distances in Å.
Cartesian coordinates (Å):
1 H -0.08 0.21 -4.45  S16 1.364
2 H -1.11 2.20 1.42  C3 1.082
3 C -0.25 1.86 0.86  H2 1.082, C5 1.434, N12 1.365
4 H 0.22 -1.46 -0.85  C8 1.085
5 C 0.67 0.88 1.36  C3 1.434, O6 1.211, H9 1.110
6 O 0.43 0.04 2.20  C5 1.211
7 H -1.39 -2.15 -0.39  C8 1.096
8 C -0.33 -2.04 -0.12  H4 1.085, H7 1.096, C15 1.347
9 H 1.70 0.99 0.95  C5 1.110
10 H -0.26 1.75 -1.11  N12 1.036
11 H -0.35 3.32 -0.46  N12 1.013
12 N 0.05 2.40 -0.36  C3 1.365, H10 1.036, H11 1.013
13 H 0.74 -2.23 1.74  C15 1.098
14 H -0.39 -3.60 1.37  C15 1.084
15 C 0.03 -2.66 1.02  C8 1.347, H13 1.098, H14 1.084
16 S 0.32 0.48 -3.17  H1 1.364

The net charge is 0. For the HOMO-LUMO gap, the calculation gives 3.87 eV.

The data favor x; the next most stable structure lies 7.8 kcal/mol above it.

w:
ORCA calculation (ωB97M-V/def2-TZVPD) on one molecule with the formula C4H9NOS.

Each atom is followed by the atoms it is bonded to, with distances in Å.
Cartesian coordinates (Å):
1 H -0.34 -0.44 2.41  N15 1.030
2 H 0.49 0.15 -1.46  C3 1.092
3 C 0.27 -0.42 -0.56  H2 1.092, C5 1.529, C6 1.525, H16 1.092
4 H -1.59 1.25 -1.76  S7 1.341
5 C 0.28 0.48 0.67  C3 1.529, H9 1.096, C13 1.534, N15 1.477
6 C -1.10 -1.01 -0.89  C3 1.525, S7 1.822, H10 1.087, H14 1.091
7 S -2.32 0.13 -1.62  H4 1.341, C6 1.822
8 H 0.51 -1.24 1.62  N15 1.031
9 H -0.69 0.98 0.55  C5 1.096
10 H -0.98 -1.68 -1.74  C6 1.087
11 O 2.05 1.65 -0.51  C13 1.200
12 H 1.88 1.77 1.50  C13 1.104
13 C 1.48 1.43 0.53  C5 1.534, O11 1.200, H12 1.104
14 H -1.52 -1.59 -0.06  C6 1.091
15 N 0.55 -0.25 1.92  H1 1.030, C5 1.477, H8 1.031
16 H 1.03 -1.21 -0.60  C3 1.092

Its structure (SMILES) is N[C@@H](C=O)CCS. The net charge is 0. For the HOMO-LUMO gap, the calculation gives 9.95 eV.

x:
ORCA calculation (ωB97M-V/def2-TZVPD) on a 3-piece molecular cluster, C4H9NOS overall.

Each atom is followed by the atoms it is bonded to, with distances in Å.
Cartesian coordinates (Å):
1 H -0.44 0.83 3.16  N5 1.011
2 O 0.24 -2.59 0.91  C12 1.235
3 H 0.75 3.45 -0.12  S6 1.290
4 H -0.91 -1.69 -3.05  C7 1.087
5 N 0.28 0.57 2.50  H1 1.011, C11 1.404, H15 1.074
6 S -0.27 2.71 0.15  H3 1.290
7 C -0.18 -1.11 -2.50  H4 1.087, H13 1.066, C16 1.342
8 H -0.88 0.75 -3.27  C16 1.090
9 H -1.26 -0.29 1.41  C11 1.084
10 H 1.62 -1.49 1.80  C12 1.080
11 C -0.27 -0.51 1.80  N5 1.404, H9 1.084, C12 1.422
12 C 0.64 -1.51 1.35  O2 1.235, H10 1.080, C11 1.422
13 H 0.46 -1.59 -1.80  C7 1.066
14 H 0.12 0.84 -1.70  C16 1.096
15 H 0.41 1.41 1.84  N5 1.074
16 C -0.33 0.23 -2.49  C7 1.342, H8 1.090, H14 1.096

The net charge is 0. For the HOMO-LUMO gap, the calculation gives 4.73 eV.

The data favor w; the next most stable structure lies 110.1 kcal/mol above it.

w:
ORCA calculation (ωB97M-V/def2-TZVPD) on one molecule with the formula C4H9NOS.

Each atom is followed by the atoms it is bonded to, with distances in Å.
Cartesian coordinates (Å):
1 H -1.59 0.38 0.58  N4 1.017
2 H -0.82 -1.96 1.26  C7 1.088
3 H 0.47 1.51 1.63  C9 1.089
4 N -1.16 0.45 -0.34  H1 1.017, C10 1.439, C11 1.688
5 O 2.49 -0.26 -0.64  S13 1.463
6 H 1.67 2.11 0.45  C9 1.086
7 C -0.69 -2.09 0.19  H2 1.088, C11 1.500, H14 1.088, H15 1.088
8 H 0.11 1.67 -1.41  C10 1.094
9 C 0.84 1.43 0.61  H3 1.089, H6 1.086, C10 1.526, S13 1.856
10 C -0.30 1.60 -0.39  N4 1.439, H8 1.094, C9 1.526, H16 1.093
11 C -0.09 -0.85 -0.43  N4 1.688, C7 1.500, H12 1.086, S13 1.868
12 H 0.13 -0.94 -1.49  C11 1.086
13 S 1.48 -0.30 0.41  O5 1.463, C9 1.856, C11 1.868
14 H -0.02 -2.93 0.02  C7 1.088
15 H -1.65 -2.32 -0.27  C7 1.088
16 H -0.87 2.50 -0.19  C10 1.093

The net charge is 0. For the HOMO-LUMO gap, the calculation gives 9.69 eV.

x:
ORCA calculation (ωB97M-V/def2-TZVPD) on a 2-piece molecular cluster, C4H9NOS overall.

Each atom is followed by the atoms it is bonded to, with distances in Å.
Cartesian coordinates (Å):
1 H -2.60 -0.94 -2.90  N13 1.118
2 H 1.36 2.47 1.54  C12 1.060
3 H -1.90 -1.38 0.97  C9 1.108
4 H 1.03 1.31 -0.55  C7 1.099
5 S -1.01 0.05 -1.69  C6 1.822, N13 1.541, H16 1.410
6 C -0.72 0.13 0.10  S5 1.822, C7 1.490, C9 1.305
7 C 0.41 1.08 0.33  H4 1.099, C6 1.490, C12 1.337
8 H -0.71 -0.37 2.06  C9 1.066
9 C -1.14 -0.60 1.11  H3 1.108, C6 1.305, H8 1.066
10 H 1.48 -1.09 -0.81  O11 0.968
11 O 2.19 -0.87 -0.18  H10 0.968, H14 0.945
12 C 0.64 1.70 1.49  H2 1.060, C7 1.337, H15 1.089
13 N -2.21 -0.90 -1.85  H1 1.118, S5 1.541
14 H 2.85 -1.54 -0.22  O11 0.945
15 H 0.06 1.48 2.38  C12 1.089
16 H 0.27 -0.54 -1.77  S5 1.410

The net charge is 0. For the HOMO-LUMO gap, the calculation gives 9.06 eV.

The data favor w; the next most stable structure lies 66.2 kcal/mol above it.